No. 1
Computed, not measured: a 2-piece molecular cluster, C24H25O7 overall, with ωB97M-V/def2-TZVPD.

Each line ends with the Mulliken charge.
Element x y z (Å)
C (0.692, 6.020, -2.073)  -0.8489
O (0.483, 4.796, -2.776)  -0.4537
C (-0.262, 3.796, -2.218)  0.9913
C (-0.394, 2.611, -2.979)  -0.6028
C (-1.010, 1.511, -2.440)  -0.4954
C (-1.457, 1.509, -1.096)  0.5044
C (-2.000, 0.285, -0.557)  -0.7696
C (-1.987, -0.060, 0.765)  0.5382
C (-2.792, -1.226, 1.169)  -0.0269
O (-3.517, -1.833, 0.425)  -0.6619
O (-2.612, -1.677, 2.457)  -0.3624
C (-2.068, -0.715, 3.395)  1.7156
C (-3.078, 0.390, 3.653)  -1.5391
C (-1.705, -1.469, 4.679)  -1.5660
O (-0.825, -0.159, 2.881)  -0.3624
C (-0.837, 0.300, 1.596)  0.5895
O (0.147, 0.891, 1.172)  -0.5845
C (-1.436, 2.745, -0.402)  -0.4936
C (-0.874, 3.877, -0.947)  -0.4628
H (1.302, 6.649, -2.722)  0.2398
H (-0.260, 6.519, -1.877)  0.3307
H (1.227, 5.838, -1.137)  0.3503
H (0.040, 2.570, -3.981)  0.3734
H (-1.140, 0.593, -3.025)  0.3384
H (-2.607, -0.365, -1.188)  0.5490
H (-3.331, 0.910, 2.721)  0.2856
H (-3.985, -0.050, 4.082)  0.3793
H (-2.660, 1.103, 4.369)  0.3606
H (-0.979, -2.253, 4.465)  0.2170
H (-1.273, -0.779, 5.407)  0.3570
H (-2.600, -1.921, 5.112)  0.4096
H (-1.888, 2.794, 0.603)  0.2852
H (-0.855, 4.817, -0.387)  0.3455
C (1.414, -3.754, 3.426)  -1.3286
C (1.181, -3.738, 1.937)  -0.0175
O (1.866, -2.607, 1.370)  -0.3351
C (1.713, -2.596, 0.007)  0.5834
C (2.097, -1.342, -0.578)  -0.9664
C (2.280, -1.172, -1.953)  1.0187
C (2.024, -2.221, -2.893)  -0.6039
C (2.042, -1.988, -4.253)  -0.4971
C (2.394, -0.729, -4.732)  -0.5259
C (2.766, 0.288, -3.853)  -0.3452
C (2.762, 0.067, -2.486)  -0.7121
O (1.323, -3.610, -0.590)  -0.7732
H (0.705, -4.408, 3.937)  0.3762
H (2.411, -4.137, 3.652)  0.3716
H (1.335, -2.754, 3.857)  0.2731
H (1.550, -4.655, 1.448)  0.3159
H (0.116, -3.605, 1.679)  0.1821
H (2.506, -0.628, 0.117)  0.2163
H (1.770, -3.197, -2.493)  0.4342
H (1.764, -2.792, -4.931)  0.3614
H (2.384, -0.545, -5.792)  0.3489
H (3.050, 1.266, -4.235)  0.3988
H (3.089, 0.837, -1.789)  0.2943

For the frontier orbital gap, the calculation gives 3.9295 eV. The value obtained for the molecular weight is 425.457 g mol⁻¹. The value obtained for the energy relative to the best compared isomer or geometry (same formula, charge and spin) is 0.0 kcal/mol. The total charge is -1. The total energy comes out at -39626.6414 eV.

=====

No. 2
Computed, not measured: C24H26AsMgO3PS3 as an isolated structure, with ωB97M-V/def2-TZVPD.

Each line ends with the Mulliken charge.
Element x y z (Å)
Mg (0.666, -0.303, -0.848)  0.8670
O (-1.404, -3.947, -0.552)  -0.7719
C (-0.937, -2.928, -0.022)  0.0447
O (-0.390, -1.968, -0.674)  -0.3666
C (-1.040, -2.745, 1.525)  0.5406
C (-1.065, -3.889, 2.342)  -0.5960
C (-1.106, -3.773, 3.704)  -0.5627
C (-1.120, -2.518, 4.331)  -0.5959
C (-1.189, -1.358, 3.566)  -0.1244
C (-1.083, -1.483, 2.157)  0.1738
P (-0.957, 0.064, 1.186)  1.0482
C (-0.666, 1.402, 2.377)  0.3100
C (0.628, 1.948, 2.280)  -0.8080
C (0.966, 3.024, 3.117)  -0.8510
C (0.053, 3.544, 4.007)  -0.3374
C (-1.267, 3.070, 4.073)  -0.7018
C (-1.614, 2.034, 3.227)  0.0267
C (-2.762, 0.347, 0.870)  0.4168
C (-3.854, -0.295, 1.495)  -0.0977
C (-5.138, -0.025, 1.032)  -0.5260
C (-5.370, 0.914, 0.013)  -0.5943
C (-4.251, 1.563, -0.555)  -0.4428
C (-2.955, 1.256, -0.179)  -0.4475
H (-1.105, -4.902, 1.915)  0.3692
H (-1.047, -4.691, 4.229)  0.3885
H (-1.134, -2.649, 5.446)  0.2491
H (-1.274, -0.313, 3.990)  0.1158
H (1.318, 1.517, 1.592)  0.6930
H (1.915, 3.530, 3.067)  0.3903
H (0.284, 4.406, 4.647)  0.2882
H (-1.930, 3.485, 4.837)  0.3659
H (-2.610, 1.615, 3.281)  0.4157
H (-3.696, -1.134, 2.210)  0.2397
H (-6.009, -0.432, 1.478)  0.4063
H (-6.387, 1.243, -0.272)  0.3041
H (-4.378, 2.286, -1.358)  0.4188
H (-2.101, 1.633, -0.741)  0.0408
S (0.026, 3.772, -3.398)  -0.4474
C (0.360, 2.444, -2.480)  0.0619
S (0.602, 2.562, -0.790)  -0.3356
S (0.435, 0.788, -3.137)  -0.6768
C (5.319, -0.296, -5.378)  -1.2517
As (3.771, 0.407, -4.375)  0.3713
C (2.824, 1.308, -5.818)  -0.9501
C (2.799, -1.281, -4.424)  -1.0343
H (5.189, -0.607, -6.374)  0.3857
H (5.764, -1.206, -4.807)  0.2879
H (6.223, 0.294, -5.447)  0.3919
H (2.812, 0.626, -6.686)  0.2711
H (3.311, 2.236, -6.031)  0.3698
H (1.887, 1.736, -5.436)  0.2662
H (3.115, -1.813, -5.348)  0.3985
H (1.669, -1.220, -4.321)  0.2926
H (3.111, -1.910, -3.550)  0.2407
C (2.980, -1.480, 1.016)  -0.6285
O (2.308, -0.572, 0.233)  -0.7236
H (3.569, -2.317, 0.440)  0.1141
H (2.151, -1.985, 1.737)  0.0362
H (3.784, -1.014, 1.579)  0.2709

For the frontier orbital gap, the calculation gives 5.5517 eV. The value obtained for the molecular weight is 588.871 g mol⁻¹. The value obtained for the energy relative to the best compared isomer or geometry (same formula, charge and spin) is 5.4 kcal/mol. The total charge is -2. The total energy comes out at -139533.7824 eV.

=====

No. 3
Computed, not measured: a 2-piece molecular cluster, C24H26BrN2 overall, with ωB97M-V/def2-TZVPD.

Each line ends with the Mulliken charge.
Element x y z (Å)
C (-0.980, 3.569, 5.631)  -1.4252
C (-0.907, 3.207, 4.185)  1.0605
C (-2.079, 2.914, 3.462)  -0.6038
C (-2.019, 2.491, 2.141)  -0.5275
C (-0.776, 2.281, 1.476)  0.8217
C (-0.695, 1.806, 0.126)  0.0093
C (0.438, 2.021, -0.650)  -0.3592
C (0.600, 1.735, -1.999)  -0.4914
C (1.852, 1.784, -2.689)  0.8711
C (1.938, 1.503, -4.089)  -0.6944
C (3.159, 1.462, -4.749)  -0.6084
C (4.358, 1.715, -4.061)  1.0930
C (5.661, 1.655, -4.781)  -1.3881
C (4.297, 2.018, -2.695)  -0.8290
C (3.087, 2.051, -2.018)  -0.5116
C (0.396, 2.700, 2.196)  -0.6141
C (0.317, 3.131, 3.517)  -0.8309
H (0.016, 3.749, 6.039)  0.3644
H (-1.575, 4.471, 5.794)  0.3417
H (-1.441, 2.774, 6.225)  0.3379
H (-3.045, 2.996, 3.964)  0.3861
H (-2.940, 2.322, 1.568)  0.3701
H (-1.609, 1.415, -0.337)  0.2993
H (1.239, 2.620, -0.185)  0.3325
H (-0.287, 1.494, -2.591)  0.4031
H (1.006, 1.298, -4.625)  0.3513
H (3.189, 1.233, -5.817)  0.3982
H (6.484, 1.877, -4.103)  0.3625
H (5.839, 0.665, -5.211)  0.3376
H (5.700, 2.372, -5.605)  0.3377
H (5.233, 2.226, -2.168)  0.2913
H (3.077, 2.257, -0.943)  0.3893
H (1.370, 2.683, 1.714)  0.4071
H (1.228, 3.384, 4.066)  0.2953
C (-1.607, -6.180, -0.084)  -1.1134
N (-2.456, -5.135, 0.462)  0.1578
C (-3.604, -5.706, 1.153)  -1.1800
C (-2.137, -3.779, 0.391)  0.5311
C (-3.067, -2.795, -0.079)  -0.1505
Br (-4.718, -3.407, -0.771)  -0.1316
C (-2.691, -1.447, -0.148)  -0.1719
N (-1.483, -0.989, 0.221)  -0.2252
C (-0.587, -1.890, 0.628)  -0.3863
C (-0.851, -3.267, 0.688)  -0.5702
H (-0.741, -5.762, -0.609)  0.3632
H (-1.250, -6.858, 0.709)  0.3411
H (-2.170, -6.814, -0.794)  0.3092
H (-4.189, -4.948, 1.674)  0.3744
H (-4.257, -6.255, 0.463)  0.3818
H (-3.264, -6.447, 1.895)  0.3417
H (-3.418, -0.724, -0.516)  0.3865
H (0.412, -1.537, 0.924)  0.3555
H (-0.052, -3.944, 1.004)  0.4096

For the frontier orbital gap, the calculation gives 5.2430 eV. The value obtained for the molecular weight is 422.390 g mol⁻¹. The total charge is +1. The total energy comes out at -98325.0431 eV.

=====

No. 4
Computed, not measured: C24H26Cl2NO3Tl as an isolated structure, with ωB97M-V/def2-TZVPD.

Each line ends with the Mulliken charge.
Element x y z (Å)
C (-1.114, 0.040, -2.067)  -0.3487
C (0.273, -0.043, -2.325)  -1.3835
C (0.745, -1.277, -1.823)  -0.0047
H (0.868, 0.712, -2.807)  0.6352
C (-0.361, -1.967, -1.284)  -0.5627
C (-1.501, -1.160, -1.437)  -1.1059
H (-0.326, -2.918, -0.783)  0.5823
C (-0.041, 2.137, 0.981)  -0.9823
C (0.577, 2.280, -0.273)  -0.9743
C (1.781, 1.543, -0.251)  -0.7514
H (0.187, 2.828, -1.114)  0.5331
C (1.922, 0.925, 1.011)  0.0353
C (0.784, 1.307, 1.769)  -0.8415
H (1.757, -1.640, -1.863)  0.6641
H (-2.483, -1.388, -1.060)  0.4923
H (-1.760, 0.865, -2.319)  0.5038
H (0.554, 0.986, 2.768)  0.3504
H (2.465, 1.444, -1.074)  0.6221
H (-0.989, 2.551, 1.278)  0.4679
Tl (0.000, 0.000, 0.000)  2.0868
C (3.082, 0.088, 1.505)  2.9990
C (3.448, 0.570, 2.913)  -1.9788
C (4.285, 0.237, 0.579)  -2.1722
H (3.698, 1.630, 2.893)  0.4731
H (4.298, 0.014, 3.295)  0.4865
H (2.613, 0.440, 3.600)  0.3376
H (4.625, 1.271, 0.545)  0.4360
H (4.040, -0.073, -0.436)  0.2854
H (5.107, -0.374, 0.936)  0.4789
C (2.607, -1.371, 1.524)  -0.6633
C (3.533, -2.420, 2.099)  0.0791
H (2.365, -1.668, 0.499)  -0.3474
H (1.660, -1.437, 2.058)  0.6479
O (4.488, -2.193, 2.835)  -0.6843
N (3.223, -3.703, 1.749)  -0.0330
C (2.260, -4.134, 0.762)  -1.0682
H (3.888, -4.381, 2.086)  0.2977
C (2.737, -4.122, -0.673)  0.8399
C (1.892, -4.619, -1.664)  -0.3171
H (0.911, -4.988, -1.392)  0.4492
C (2.287, -4.632, -2.991)  -0.6479
H (1.619, -5.021, -3.747)  0.3981
C (3.534, -4.136, -3.352)  -0.4960
H (3.842, -4.140, -4.389)  0.3965
C (4.376, -3.630, -2.375)  -0.6895
H (5.348, -3.240, -2.645)  0.4206
C (3.980, -3.626, -1.043)  -0.1504
H (4.649, -3.239, -0.286)  0.4102
H (1.361, -3.525, 0.837)  0.0499
H (1.951, -5.146, 1.025)  0.5660
Cl (-4.170, 1.940, 2.173)  -0.1656
C (-3.862, 0.187, 2.247)  0.0368
Cl (-4.947, -0.650, 1.110)  -0.1618
C (-2.439, -0.091, 1.887)  0.3851
O (-1.642, -0.683, 2.748)  -0.6788
O (-1.994, 0.267, 0.701)  -0.5947
H (-4.077, -0.171, 3.276)  0.3566

For the frontier orbital gap, the calculation gives 7.4169 eV. The value obtained for the molecular weight is 651.765 g mol⁻¹. The value obtained for the energy relative to the best compared isomer or geometry (same formula, charge and spin) is 39.1 kcal/mol. The total charge is 0. The total energy comes out at -62675.9225 eV.

=====

Q: total charge of number 4 (C24H26Cl2NO3Tl)?
A: 0

=====

Q: Which formula does entry 4 have?
A: C24H26Cl2NO3Tl